1.
{
  "formula": "C30H19BrN4ORuSe",
  "method": "ωB97M-V/def2-TZVPD",
  "e_tot_ha": -6518.8363,
  "e_lumo_ev": [-3.964, -5.721],
  "gap_ev": [4.92, 4.59],
  "spin_multiplicity": 6,
  "total_charge": 1,
  "symbols": ["Ru", "Br", "C", "C", "C", "C", "O", "C", "C", "N", "C", "C", "C", "C", "C", "C", "C", "C", "N", "C", "C", "H", "H", "H", "H", "H", "H", "H", "H", "H", "H", "Se", "N", "C", "C", "C", "C", "C", "C", "N", "H", "H", "H", "H", "C", "C", "C", "C", "C", "C", "C", "C", "H", "H", "H", "H", "H"],
  "coordinates": [[-0.114, -0.077, -0.176], [-1.108, 6.751, 2.831], [-1.149, 5.010, 2.108], [-2.362, 4.319, 2.016], [-2.400, 3.048, 1.496], [-1.236, 2.417, 1.048], [-1.350, 1.190, 0.576], [-0.012, 3.113, 1.135], [1.255, 2.590, 0.720], [1.462, 1.454, 0.164], [2.744, 0.961, -0.188], [3.924, 1.639, -0.082], [5.149, 1.030, -0.427], [5.185, -0.257, -0.873], [3.982, -0.988, -1.005], [3.941, -2.327, -1.451], [2.748, -2.977, -1.558], [1.573, -2.293, -1.224], [1.578, -1.048, -0.801], [2.765, -0.369, -0.672], [0.001, 4.417, 1.677], [-3.274, 4.791, 2.357], [-3.329, 2.498, 1.424], [2.106, 3.243, 0.919], [3.931, 2.661, 0.272], [6.066, 1.595, -0.330], [6.123, -0.733, -1.130], [4.868, -2.826, -1.705], [2.688, -4.002, -1.892], [0.606, -2.771, -1.306], [0.940, 4.952, 1.744], [1.728, -0.750, 2.778], [0.255, -0.908, 1.666], [-0.726, -1.598, 2.371], [-1.977, -1.936, 1.889], [-2.872, -2.618, 2.721], [-2.514, -2.958, 4.015], [-1.262, -2.627, 4.516], [-0.349, -1.947, 3.703], [0.894, -1.583, 4.118], [-2.262, -1.674, 0.877], [-3.854, -2.883, 2.355], [-3.223, -3.485, 4.639], [-0.971, -2.876, 5.528], [-0.723, 0.163, -2.006], [-0.923, 0.604, -3.141], [-1.180, 1.089, -4.445], [-1.269, 2.471, -4.670], [-1.529, 2.944, -5.941], [-1.710, 2.052, -6.991], [-1.626, 0.681, -6.775], [-1.355, 0.195, -5.511], [-1.133, 3.152, -3.840], [-1.596, 4.010, -6.116], [-1.919, 2.427, -7.984], [-1.771, -0.008, -7.597], [-1.284, -0.869, -5.328]],
  "atomic_forces_ev_per_a": [[-0.273, 0.163, 0.779], [-0.017, -0.003, -0.006], [-0.171, 0.072, 0.054], [-0.014, 0.030, 0.015], [-0.180, -0.015, 0.036], [0.082, -0.231, -0.107], [-0.078, 0.047, -0.084], [0.092, 0.147, 0.019], [0.154, 0.300, 0.135], [0.040, -0.495, -0.340], [-0.215, 0.110, 0.092], [0.196, 0.207, 0.039], [-0.026, 0.095, 0.034], [-0.007, -0.074, -0.025], [0.026, 0.001, -0.007], [0.098, -0.017, -0.025], [-0.034, -0.094, -0.041], [-0.026, -0.051, -0.046], [0.532, -0.092, -0.079], [-0.155, -0.170, -0.071], [0.180, -0.099, -0.072], [0.006, -0.009, 0.003], [-0.009, 0.038, 0.016], [-0.042, 0.008, 0.009], [0.078, -0.022, -0.008], [-0.028, 0.021, 0.012], [-0.026, 0.003, 0.003], [-0.008, 0.010, 0.008], [-0.018, 0.015, 0.001], [0.004, -0.042, 0.011], [0.001, -0.035, 0.003], [0.157, 0.029, -0.116], [-0.581, 0.013, -0.543], [0.148, 0.029, 0.162], [0.057, 0.056, -0.026], [0.023, 0.011, -0.012], [-0.034, -0.024, 0.033], [0.100, 0.018, 0.051], [0.005, 0.033, -0.112], [-0.136, -0.119, 0.191], [-0.074, -0.007, -0.039], [0.021, 0.024, -0.057], [0.038, 0.006, 0.032], [-0.015, 0.002, -0.014], [0.339, 0.347, 0.043], [-0.247, -0.212, -0.021], [0.044, -0.017, 0.079], [-0.009, 0.013, 0.002], [-0.004, 0.010, 0.007], [0.001, 0.001, -0.005], [0.012, -0.026, 0.008], [0.003, -0.012, -0.029], [-0.010, 0.000, -0.004], [-0.001, -0.009, 0.001], [0.000, -0.002, 0.006], [0.004, 0.010, 0.004], [-0.006, 0.009, -0.002]]
}

=====

2.
{
  "formula": "C30H19F5N4O4S2Sn",
  "method": "ωB97M-V/def2-TZVPD",
  "e_tot_ha": -3184.4869,
  "e_lumo_ev": -0.669,
  "gap_ev": 6.97,
  "symbols": ["Sn", "O", "C", "C", "C", "C", "C", "C", "C", "N", "N", "C", "O", "C", "C", "C", "C", "C", "C", "H", "H", "H", "H", "H", "H", "H", "H", "H", "H", "O", "C", "C", "C", "C", "C", "C", "C", "O", "N", "N", "C", "S", "C", "C", "S", "H", "H", "H", "H", "H", "H", "H", "H", "H", "F", "C", "C", "C", "F", "C", "F", "C", "F", "C", "F"],
  "coordinates": [[-1.387, -0.886, 0.117], [1.228, -0.382, -1.020], [1.886, 0.828, -1.051], [1.308, 2.051, -1.339], [2.162, 3.136, -1.289], [3.524, 3.002, -0.968], [4.070, 1.769, -0.685], [3.218, 0.665, -0.733], [3.360, -0.723, -0.481], [2.218, -1.323, -0.651], [2.007, -2.636, -0.524], [0.807, -3.197, -0.759], [-0.242, -2.645, -1.157], [0.798, -4.672, -0.504], [1.848, -5.318, 0.145], [1.780, -6.683, 0.383], [0.668, -7.407, -0.030], [-0.378, -6.764, -0.680], [-0.315, -5.398, -0.913], [0.257, 2.150, -1.565], [1.761, 4.121, -1.498], [4.149, 3.885, -0.931], [5.116, 1.659, -0.423], [4.217, -1.308, -0.191], [2.708, -4.744, 0.463], [2.593, -7.183, 0.894], [0.614, -8.471, 0.163], [-1.246, -7.328, -1.002], [-1.123, -4.877, -1.410], [-0.631, 2.583, 3.002], [-1.315, 3.585, 2.387], [-1.506, 4.791, 3.063], [-2.178, 5.842, 2.474], [-2.675, 5.710, 1.184], [-2.489, 4.516, 0.514], [-1.815, 3.431, 1.085], [-1.687, 2.173, 0.278], [-1.142, 1.142, 0.822], [-2.115, 2.235, -0.967], [-1.960, 1.002, -1.565], [-2.276, 0.930, -2.792], [-2.025, -0.564, -3.695], [-3.164, -0.084, -5.012], [-2.938, 1.392, -5.284], [-2.957, 2.273, -3.700], [-0.348, 2.901, 3.865], [-1.114, 4.892, 4.071], [-2.313, 6.767, 3.022], [-3.206, 6.526, 0.711], [-2.869, 4.384, -0.489], [-4.186, -0.271, -4.687], [-2.940, -0.698, -5.883], [-3.730, 1.816, -5.901], [-1.977, 1.556, -5.767], [1.697, 0.644, 1.200], [1.148, -0.175, 2.131], [0.199, -1.098, 1.771], [-0.286, -1.873, 2.799], [-1.245, -2.801, 2.551], [0.126, -1.759, 4.114], [-0.371, -2.537, 5.080], [1.076, -0.807, 4.423], [1.499, -0.662, 5.681], [1.595, -0.005, 3.423], [2.510, 0.924, 3.731]],
  "atomic_forces_ev_per_a": [[-0.543, -0.199, 0.205], [0.419, -0.031, -0.354], [-0.322, -0.209, -0.820], [-0.021, -0.055, -0.063], [0.014, 0.001, -0.009], [-0.020, 0.030, 0.028], [0.094, 0.018, 0.019], [0.377, -0.127, -0.380], [0.398, -0.036, -0.024], [-0.631, -0.052, -0.219], [-0.154, 0.081, 0.008], [0.394, 0.292, 0.015], [0.217, 0.389, 0.089], [0.016, 0.047, -0.001], [0.031, -0.029, -0.006], [-0.015, 0.025, -0.015], [-0.026, 0.030, -0.005], [0.019, 0.009, 0.017], [-0.027, -0.049, -0.008], [-0.011, 0.030, -0.011], [0.030, -0.044, 0.019], [-0.035, -0.031, -0.019], [-0.089, 0.009, -0.028], [-0.072, -0.007, -0.025], [-0.049, -0.036, -0.009], [-0.029, 0.024, -0.013], [0.005, 0.016, -0.017], [0.038, 0.025, 0.015], [0.025, -0.026, 0.034], [-0.037, -0.069, -0.124], [0.061, 0.009, -0.051], [-0.008, 0.012, 0.007], [0.017, 0.031, 0.028], [-0.013, -0.019, -0.054], [-0.008, -0.006, 0.002], [-0.047, -0.143, -0.061], [0.104, 0.277, -0.028], [-0.155, 0.237, -0.013], [0.137, -0.086, 0.376], [0.438, -0.305, -0.141], [-0.060, -0.033, -0.219], [0.029, 0.111, 0.146], [0.005, 0.032, -0.029], [-0.047, 0.010, -0.021], [-0.020, 0.004, 0.080], [0.020, -0.009, 0.044], [-0.008, -0.010, -0.032], [0.002, -0.029, -0.005], [0.027, -0.044, 0.015], [-0.013, 0.016, 0.008], [-0.044, -0.005, -0.038], [-0.013, 0.019, -0.008], [0.008, -0.033, -0.020], [0.016, -0.019, -0.059], [-0.414, 0.098, 1.485], [0.011, 0.081, 0.125], [-0.313, -0.098, -0.135], [0.057, -0.222, 0.091], [0.035, 0.074, -0.061], [0.019, -0.028, 0.051], [-0.013, -0.008, 0.006], [0.026, -0.005, 0.088], [0.024, 0.009, 0.050], [0.099, 0.021, 0.067], [0.046, 0.035, 0.008]]
}

=====

3.
{
  "formula": "C30H20Cl5N5O6Sr",
  "method": "ωB97M-V/def2-TZVPD",
  "e_tot_ha": -4212.2960,
  "e_lumo_ev": -0.653,
  "gap_ev": 7.81,
  "symbols": ["Sr", "O", "C", "O", "C", "C", "C", "C", "C", "N", "C", "O", "O", "H", "H", "H", "H", "C", "C", "C", "C", "N", "C", "C", "C", "C", "C", "C", "N", "H", "H", "H", "H", "H", "H", "H", "H", "Cl", "C", "C", "C", "Cl", "C", "Cl", "C", "Cl", "C", "Cl", "O", "C", "N", "C", "O", "C", "C", "C", "C", "N", "C", "H", "H", "H", "H", "H", "H", "H", "H"],
  "coordinates": [[1.070, 0.250, -0.497], [1.344, 2.965, 3.217], [1.044, 2.373, 2.062], [1.815, 2.264, 1.139], [-0.382, 1.870, 2.000], [-1.391, 2.233, 2.866], [-2.671, 1.746, 2.597], [-2.906, 0.976, 1.471], [-1.833, 0.664, 0.647], [-0.604, 1.087, 0.945], [-1.999, -0.013, -0.736], [-3.137, -0.028, -1.190], [-0.916, -0.405, -1.286], [2.283, 3.214, 3.162], [-1.190, 2.873, 3.713], [-3.489, 1.998, 3.259], [-3.894, 0.622, 1.209], [-2.099, 3.270, -2.835], [-1.423, 3.310, -4.039], [-0.057, 3.083, -4.043], [0.575, 2.790, -2.846], [-0.078, 2.689, -1.675], [-1.387, 2.959, -1.689], [2.070, 2.651, -2.802], [2.859, 3.621, -3.399], [4.238, 3.500, -3.310], [4.781, 2.427, -2.626], [3.918, 1.519, -2.039], [2.589, 1.629, -2.112], [-3.164, 3.450, -2.777], [-1.949, 3.519, -4.962], [0.515, 3.116, -4.961], [-1.897, 2.915, -0.733], [2.399, 4.456, -3.909], [4.883, 4.243, -3.762], [5.850, 2.292, -2.534], [4.292, 0.665, -1.482], [2.638, -0.316, 2.974], [3.260, -1.501, 1.772], [2.864, -1.361, 0.462], [3.414, -2.289, -0.389], [2.967, -2.167, -2.122], [4.286, -3.307, -0.019], [4.930, -4.419, -1.179], [4.634, -3.408, 1.326], [5.703, -4.656, 1.849], [4.115, -2.491, 2.243], [4.545, -2.613, 3.916], [-4.781, -1.999, 0.085], [-4.040, -2.837, -0.783], [-3.945, -4.146, -0.201], [-3.483, -4.373, 1.060], [-3.793, -5.357, 1.703], [-2.557, -3.352, 1.652], [-2.775, -2.912, 2.947], [-1.860, -2.045, 3.508], [-0.749, -1.673, 2.762], [-0.509, -2.099, 1.518], [-1.418, -2.925, 0.987], [-4.473, -1.090, -0.073], [-3.053, -2.415, -0.969], [-4.540, -2.964, -1.746], [-4.604, -4.844, -0.511], [-3.646, -3.256, 3.490], [-1.985, -1.673, 4.517], [0.004, -1.022, 3.192], [-1.207, -3.282, -0.016]],
  "atomic_forces_ev_per_a": [[2.242, -0.228, -0.585], [0.204, -0.020, -0.185], [-0.501, -0.072, 0.079], [-0.057, -0.025, 0.156], [0.165, -0.101, -0.287], [-0.119, -0.039, 0.134], [-0.034, 0.039, 0.087], [-0.024, -0.023, 0.083], [0.341, 0.222, -0.043], [-1.185, 0.492, 0.644], [0.761, 0.000, 0.002], [-0.366, -0.083, 0.045], [-2.083, -0.148, 0.006], [-0.117, 0.015, 0.096], [-0.019, -0.024, -0.007], [0.012, 0.002, 0.000], [0.016, 0.086, 0.058], [-0.055, 0.004, 0.052], [-0.018, 0.010, -0.078], [-0.019, 0.031, -0.092], [0.267, 0.030, 0.333], [-0.010, 0.113, -0.446], [0.218, -0.154, 0.036], [-0.315, 0.023, 0.260], [0.190, -0.095, -0.131], [0.019, 0.088, -0.047], [0.046, 0.006, -0.008], [-0.262, -0.101, 0.051], [0.158, 0.239, -0.276], [0.025, 0.003, 0.005], [0.014, -0.002, 0.014], [-0.017, 0.002, 0.009], [0.027, -0.046, -0.003], [0.015, -0.003, -0.010], [-0.020, -0.003, -0.001], [-0.016, 0.024, -0.014], [-0.006, 0.012, -0.007], [0.147, -0.336, -0.257], [-0.058, 0.165, 0.289], [0.430, -0.132, 0.308], [-0.053, -0.033, -0.422], [0.015, 0.043, 0.332], [0.021, -0.078, -0.143], [-0.049, 0.095, 0.159], [0.038, -0.043, 0.026], [-0.033, 0.046, 0.002], [0.024, 0.000, 0.162], [-0.032, 0.013, -0.163], [0.012, 0.270, -0.080], [0.007, 0.047, 0.003], [0.082, -0.260, -0.072], [-0.112, 0.019, 0.227], [0.020, -0.032, -0.050], [0.077, -0.138, -0.089], [-0.085, 0.001, 0.025], [0.096, 0.063, 0.041], [0.142, -0.077, -0.056], [-0.333, 0.065, 0.183], [0.292, 0.114, -0.088], [-0.014, -0.235, -0.253], [-0.096, -0.036, -0.014], [-0.017, 0.097, -0.013], [-0.029, 0.034, 0.073], [0.023, -0.009, -0.008], [0.018, 0.001, -0.027], [-0.023, 0.027, -0.023], [0.010, 0.037, -0.001]]
}